# 1
Here is C34H40F5NO2Pt as an isolated structure from the Open Molecules 2025 dataset. Energies are from ωB97M-V/def2-TZVPD.

Each line ends with the Löwdin charge.
Geometry (Å):
Pt -2.28 -0.09 -0.47  1.28
C 4.53 1.90 -1.66  -0.04
C 3.61 2.87 -0.92  -0.55
C 3.93 2.84 0.58  -0.05
C 3.88 4.29 -1.44  -0.06
C 2.16 2.45 -1.16  -0.14
C 1.67 1.34 -0.55  0.04
C 0.31 0.95 -0.76  -0.15
N -0.32 -0.11 -0.22  -0.02
C 0.11 -1.15 0.53  -0.15
C 1.46 -1.60 0.66  0.03
C 1.75 -2.64 1.49  -0.15
C 0.68 -3.21 2.26  0.06
C -0.64 -2.86 2.15  -0.08
C -0.97 -1.86 1.18  -0.25
O -2.19 -1.57 0.92  -0.16
C -1.74 -3.49 3.02  -0.54
C -1.16 -4.46 4.04  -0.07
C -2.74 -4.25 2.14  -0.03
C -2.46 -2.37 3.78  -0.03
C 3.18 -3.19 1.56  -0.56
C 4.17 -2.05 1.79  -0.05
C 3.35 -4.21 2.68  -0.06
C 3.50 -3.88 0.22  -0.04
C -0.58 1.77 -1.58  -0.24
O -1.81 1.46 -1.70  -0.16
C -0.03 2.91 -2.25  -0.08
C 1.29 3.19 -2.02  0.07
C -0.93 3.79 -3.12  -0.53
C -2.05 4.38 -2.25  -0.03
C -1.53 2.96 -4.26  -0.03
C -0.15 4.96 -3.74  -0.07
H 5.58 2.17 -1.50  0.09
H 4.39 0.87 -1.31  0.08
H 4.34 1.91 -2.74  0.09
H 4.94 3.23 0.75  0.09
H 3.23 3.44 1.15  0.10
H 3.91 1.82 0.98  0.07
H 4.90 4.59 -1.16  0.09
H 3.81 4.35 -2.52  0.08
H 3.19 5.02 -1.00  0.09
H 2.27 0.77 0.13  0.10
H 2.22 -1.16 0.04  0.10
H 0.93 -3.98 2.97  0.09
H -0.67 -5.32 3.57  0.09
H -0.44 -3.98 4.71  0.09
H -1.97 -4.85 4.66  0.09
H -2.24 -5.08 1.62  0.09
H -3.52 -4.67 2.76  0.09
H -3.20 -3.61 1.39  0.07
H -1.76 -1.79 4.38  0.09
H -2.98 -1.69 3.10  0.08
H -3.20 -2.81 4.45  0.09
H 3.93 -1.50 2.71  0.09
H 5.18 -2.45 1.88  0.09
H 4.18 -1.33 0.96  0.07
H 3.13 -3.78 3.66  0.09
H 2.71 -5.09 2.54  0.09
H 4.38 -4.56 2.70  0.09
H 3.44 -3.17 -0.61  0.08
H 4.51 -4.30 0.25  0.09
H 2.79 -4.69 0.03  0.09
H 1.70 4.06 -2.51  0.09
H -2.71 3.61 -1.86  0.07
H -1.64 4.94 -1.41  0.09
H -2.65 5.07 -2.85  0.09
H -2.10 2.12 -3.89  0.08
H -2.19 3.60 -4.86  0.09
H -0.74 2.59 -4.92  0.09
H 0.26 5.63 -2.98  0.09
H 0.67 4.61 -4.38  0.09
H -0.83 5.54 -4.35  0.09
F -4.45 -2.29 -1.05  0.06
C -5.05 -1.10 -0.85  -0.25
C -4.30 0.03 -0.58  -0.17
C -5.02 1.19 -0.39  -0.24
F -4.38 2.35 -0.12  0.06
C -6.40 1.25 -0.47  -0.15
F -7.05 2.41 -0.28  0.11
C -7.11 0.10 -0.75  -0.14
F -8.45 0.14 -0.83  0.12
C -6.43 -1.09 -0.94  -0.15
F -7.12 -2.20 -1.21  0.11

Computed properties:
Gap between HOMO and LUMO   0.198 Ha


# 2
Here is C34H40GeN6O4S2Ti as an isolated structure from the Open Molecules 2025 dataset. Energies are from ωB97M-V/def2-TZVPD.

Each line ends with the Löwdin charge.
Geometry (Å):
Ti -0.67 -0.26 -0.44  0.94
C -0.59 -1.55 -2.84  -0.16
C -0.76 -2.86 -2.39  -0.08
C 0.34 -3.64 -2.07  -0.06
C 1.62 -3.12 -2.17  -0.07
C 1.80 -1.81 -2.60  -0.09
C 0.71 -1.03 -2.95  -0.12
H -1.46 -0.98 -3.16  0.11
H -1.76 -3.26 -2.30  0.12
H 0.19 -4.66 -1.74  0.12
H 2.48 -3.73 -1.93  0.12
H 2.81 -1.41 -2.70  0.12
H 0.86 -0.03 -3.35  0.10
N 2.52 2.68 -1.38  0.09
C 1.16 3.00 -1.75  -0.32
C 0.74 4.32 -1.08  -0.13
C -0.75 4.68 -1.16  -0.15
C -1.29 5.02 -2.55  -0.15
N -1.45 3.81 -3.36  0.10
C -1.72 3.80 -4.65  -0.42
N -1.91 4.94 -5.32  0.23
N -1.79 2.63 -5.30  0.22
C 0.23 1.91 -1.24  -0.57
O -0.67 1.36 -1.96  -0.09
O 0.31 1.54 -0.04  -0.16
H 3.08 3.50 -1.22  0.09
H 2.99 2.09 -2.06  0.09
H 1.00 3.07 -2.83  0.14
H 1.35 5.12 -1.52  0.13
H 1.01 4.25 -0.03  0.13
H -0.90 5.56 -0.54  0.13
H -1.37 3.90 -0.72  0.13
H -0.61 5.70 -3.06  0.13
H -2.26 5.51 -2.44  0.13
H -1.39 2.91 -2.89  0.11
H -1.96 5.82 -4.84  0.12
H -2.10 4.94 -6.31  0.14
H -1.64 1.77 -4.81  0.12
H -2.08 2.58 -6.26  0.13
O -4.54 -2.34 2.87  0.09
C -4.97 -2.49 1.61  -0.25
C -6.17 -3.19 1.43  0.01
C -6.67 -3.40 0.17  -0.05
C -6.00 -2.92 -0.96  -0.07
C -4.82 -2.22 -0.79  -0.03
C -4.29 -2.00 0.48  -0.08
C -3.05 -1.26 0.62  -0.36
O -2.47 -0.78 -0.48  -0.15
N -2.47 -1.06 1.76  0.04
N -1.30 -0.33 1.59  -0.16
C -0.73 -0.05 2.71  -0.87
S 0.78 0.83 2.71  0.98
C 1.21 0.34 4.41  -0.42
C -0.08 0.36 5.21  -0.46
S -1.35 -0.52 4.25  1.05
H -3.70 -1.84 2.86  0.05
H -6.67 -3.56 2.31  0.13
H -7.59 -3.95 0.05  0.12
H -6.40 -3.09 -1.95  0.11
H -4.29 -1.83 -1.65  0.11
H 1.94 1.06 4.78  0.10
H 1.65 -0.66 4.38  0.07
H -0.42 1.37 5.41  0.09
H 0.04 -0.17 6.15  0.10
Ge 1.84 -0.82 0.93  1.06
C 1.78 -2.31 2.19  -0.37
C 0.64 -3.12 2.20  -0.13
C 0.51 -4.14 3.13  -0.06
C 1.52 -4.37 4.06  -0.06
C 2.66 -3.58 4.05  -0.06
C 2.79 -2.55 3.13  -0.13
C 3.62 -0.01 1.15  -0.37
C 3.82 1.35 1.40  -0.15
C 5.10 1.87 1.48  -0.07
C 6.20 1.06 1.26  -0.06
C 6.02 -0.29 0.98  -0.07
C 4.74 -0.82 0.93  -0.13
H 0.15 -1.67 -0.28  -0.02
H -0.15 -2.96 1.48  0.08
H -0.38 -4.76 3.13  0.11
H 1.42 -5.17 4.78  0.11
H 3.45 -3.76 4.77  0.11
H 3.68 -1.94 3.14  0.10
H 2.97 2.01 1.54  0.07
H 5.24 2.93 1.70  0.11
H 7.20 1.47 1.32  0.11
H 6.88 -0.93 0.81  0.11
H 4.62 -1.88 0.73  0.10

Computed properties:
Gap between HOMO and LUMO   0.252 Ha
Total charge   +2


# 3
Here is C34H40IN11OReS2 as an isolated structure from the Open Molecules 2025 dataset. Energies are from ωB97M-V/def2-TZVPD.

Each line ends with the Löwdin spin population.
Geometry (Å):
Re 1.57 -0.30 2.02  0.72
C -1.70 -4.71 1.26  0.00
N -1.04 -3.62 2.03  0.00
C 0.19 -3.14 1.91  0.00
N 0.28 -1.98 2.56  0.00
C -0.98 -1.82 3.09  0.00
N -1.81 -2.79 2.79  0.00
C -2.01 -4.20 -0.13  0.00
C -3.30 -4.00 -0.60  0.00
C -3.50 -3.40 -1.84  0.00
C -2.42 -2.96 -2.60  0.00
C -1.13 -3.19 -2.13  0.00
C -0.94 -3.83 -0.92  0.00
C 0.11 -2.66 -2.73  0.00
N 1.30 -3.10 -2.53  0.00
N 2.17 -2.10 -3.00  0.00
C 1.42 -1.15 -3.44  0.00
O 0.10 -1.44 -3.34  0.00
C 1.85 0.22 -3.75  0.00
C 1.23 1.11 -4.62  0.00
C 1.69 2.41 -4.71  0.00
C 2.72 2.86 -3.89  0.00
C 3.33 1.98 -3.00  0.00
C 4.36 2.41 -1.98  0.00
N 3.83 2.15 -0.62  0.00
C 3.65 1.00 0.01  0.00
N 2.87 1.18 1.07  0.01
C 2.62 2.53 1.03  0.00
N 3.18 3.15 0.03  0.00
C 2.92 0.67 -2.98  0.00
H -2.60 -4.95 1.82  0.00
H -1.04 -5.57 1.25  0.00
H 0.98 -3.62 1.36  0.00
H -1.25 -0.99 3.71  0.00
H -4.16 -4.29 0.00  0.00
H -4.51 -3.26 -2.21  0.00
H -2.58 -2.47 -3.55  0.00
H 0.08 -4.00 -0.60  0.00
H 0.40 0.78 -5.23  0.00
H 1.22 3.10 -5.40  0.00
H 3.04 3.90 -3.93  0.00
H 4.56 3.48 -2.01  0.00
H 5.30 1.88 -2.10  0.00
H 4.09 0.07 -0.31  0.00
H 2.02 3.03 1.78  0.00
H 3.38 -0.06 -2.32  0.00
I 3.76 -2.27 1.66  0.00
C 3.77 -1.51 3.61  0.00
C 4.66 -1.91 4.57  0.00
C 4.54 -1.32 5.82  0.00
C 3.54 -0.37 6.02  0.00
C 2.69 -0.04 4.98  0.00
N 2.80 -0.61 3.77  0.00
H 5.42 -2.65 4.36  0.00
H 5.21 -1.59 6.62  0.00
H 3.42 0.11 6.98  0.00
H 1.91 0.69 5.09  0.00
C -1.94 4.52 -2.48  0.00
C -1.79 4.22 -0.98  0.00
C -0.47 3.56 -0.62  0.00
C -0.19 2.26 -1.35  0.00
N -1.20 1.23 -1.03  0.00
C -1.00 0.06 -0.44  0.01
S 0.64 -0.57 -0.22  0.03
N -2.04 -0.71 -0.15  0.00
C -3.43 -0.43 -0.56  0.00
C -4.22 0.61 0.24  0.00
C -4.57 0.23 1.67  0.00
C -3.43 0.41 2.66  0.00
H -2.83 5.12 -2.68  0.00
H -2.03 3.61 -3.08  0.00
H -1.08 5.08 -2.86  0.00
H -2.64 3.61 -0.64  0.00
H -1.88 5.16 -0.42  0.00
H -0.43 3.37 0.46  0.00
H 0.36 4.25 -0.85  0.00
H 0.78 1.86 -1.09  0.00
H -0.20 2.41 -2.43  0.00
H -2.16 1.49 -1.18  0.00
H -1.83 -1.61 0.24  0.00
H -3.95 -1.39 -0.50  0.00
H -3.41 -0.15 -1.62  0.00
H -5.14 0.76 -0.33  0.00
H -3.71 1.58 0.25  0.00
H -4.93 -0.81 1.70  0.00
H -5.41 0.85 1.99  0.00
H -2.58 -0.23 2.42  0.00
H -3.74 0.18 3.68  0.00
H -3.08 1.45 2.66  0.00
S 0.32 1.19 2.83  0.19

Computed properties:
Gap between HOMO and LUMO (alpha / beta)   0.236 / 0.245 Ha
Expectation value of S²   0.978
Multiplicity   2
Total charge   +2


# 4
Here is C34H40N5O4S4Sm as an isolated structure from the Open Molecules 2025 dataset. Energies are from ωB97M-V/def2-TZVPD.

Each line ends with the Löwdin spin population.
Geometry (Å):
Sm -0.48 -0.13 0.01  5.07
S 0.63 2.54 0.60  -0.01
C -0.58 3.67 0.30  0.00
N -0.29 4.94 0.10  0.00
C -1.37 5.90 -0.07  0.00
C -2.46 5.27 -0.92  0.00
N -2.89 4.04 -0.29  0.00
C -4.30 3.70 -0.44  0.00
C -4.70 3.80 -1.89  0.00
C -4.17 2.90 -2.80  0.00
C -4.51 2.98 -4.14  0.00
C -5.38 3.96 -4.57  0.00
C -5.91 4.86 -3.67  0.00
C -5.57 4.79 -2.33  0.00
C -2.00 3.25 0.29  0.00
S -2.46 1.82 1.05  -0.01
C 1.05 5.47 0.00  0.00
C 1.32 5.98 -1.40  0.00
C 1.58 7.33 -1.60  0.00
C 1.86 7.81 -2.87  0.00
C 1.87 6.94 -3.95  0.00
C 1.60 5.60 -3.76  0.00
C 1.32 5.12 -2.49  0.00
H -0.98 6.79 -0.56  0.00
H -1.77 6.18 0.91  0.00
H -2.08 5.04 -1.92  0.00
H -3.31 5.94 -1.02  0.00
H -4.89 4.39 0.17  0.00
H -4.46 2.68 -0.06  0.00
H -3.49 2.12 -2.46  0.00
H -4.09 2.27 -4.84  0.00
H -5.65 4.02 -5.61  0.00
H -6.59 5.63 -4.01  0.00
H -6.00 5.49 -1.63  0.00
H 1.75 4.67 0.25  0.00
H 1.16 6.28 0.73  0.00
H 1.58 8.01 -0.76  0.00
H 2.08 8.86 -3.01  0.00
H 2.09 7.31 -4.94  0.00
H 1.63 4.92 -4.59  0.00
H 1.10 4.07 -2.35  0.00
O -6.82 -4.86 0.29  0.00
C -5.57 -4.56 0.63  0.00
O -4.96 -5.21 1.43  0.00
C -4.93 -3.37 -0.02  0.00
C -3.96 -2.71 0.74  0.00
C -3.21 -1.69 0.19  0.00
C -3.38 -1.34 -1.15  0.00
S -2.31 -0.17 -1.94  -0.02
C -4.39 -1.96 -1.89  0.00
C -5.17 -2.95 -1.33  0.00
H -7.21 -4.26 -0.35  0.00
H -3.81 -3.03 1.76  0.00
H -2.49 -1.15 0.84  0.00
H -4.53 -1.67 -2.92  0.00
H -5.94 -3.41 -1.94  0.00
C 3.61 1.42 -2.08  0.00
N 3.44 0.66 -0.85  0.00
C 4.45 0.53 0.03  0.00
C 4.28 -0.10 1.23  0.00
C 2.97 -0.56 1.54  0.00
N 1.97 -0.40 0.66  0.00
C 2.20 0.15 -0.56  0.00
O 1.26 0.21 -1.38  -0.01
N 2.68 -1.14 2.70  0.00
H 4.59 1.22 -2.51  0.00
H 3.51 2.48 -1.86  0.00
H 2.82 1.13 -2.78  0.00
H 5.40 0.96 -0.26  0.00
H 5.08 -0.22 1.92  0.00
H 3.38 -1.29 3.40  0.00
H 1.73 -1.44 2.89  0.00
C 2.14 -5.21 -1.26  0.00
C 1.32 -4.42 -0.26  0.00
S 0.68 -2.89 -1.03  0.00
O -0.18 -2.29 0.08  -0.01
C -0.56 -3.56 -2.18  0.00
C -1.53 -4.51 -1.51  0.00
H 2.70 -5.99 -0.75  0.00
H 2.85 -4.57 -1.78  0.00
H 1.51 -5.70 -2.00  0.00
H 1.94 -4.07 0.57  0.00
H 0.48 -4.97 0.14  0.00
H -0.01 -4.03 -2.99  0.00
H -1.07 -2.67 -2.56  0.00
H -1.08 -5.49 -1.36  0.00
H -2.42 -4.64 -2.12  0.00
H -1.84 -4.11 -0.55  0.00

Computed properties:
Gap between HOMO and LUMO (alpha / beta)   0.227 / 0.228 Ha
Expectation value of S²   8.761
Multiplicity   6
Total charge   +2


# 5
Here is C34H40N5O7Re as an isolated structure from the Open Molecules 2025 dataset. Energies are from ωB97M-V/def2-TZVPD.

Each line ends with the Löwdin spin population.
Geometry (Å):
Re -0.44 0.01 0.35  0.88
C -1.45 -1.89 -0.08  -0.01
C -0.51 -2.90 0.39  -0.02
C 0.51 -3.06 -0.61  0.03
C 0.25 -2.08 -1.56  -0.03
C -0.99 -1.37 -1.34  0.00
C -1.89 -1.11 -2.55  0.00
C -2.36 -2.49 -3.05  0.00
C -3.13 -0.28 -2.22  0.00
C -1.13 -0.42 -3.69  0.00
C 1.73 -3.98 -0.76  0.00
C 2.28 -3.86 -2.19  0.00
C 2.88 -3.60 0.19  0.00
C 1.32 -5.45 -0.59  0.00
C -0.78 -3.59 1.71  0.00
C -1.64 -2.69 2.61  0.00
C -1.61 -4.85 1.37  0.00
C 0.46 -3.96 2.53  0.00
H -2.49 -1.91 0.22  0.00
H 0.89 -1.87 -2.39  0.00
H -2.98 -2.98 -2.30  0.00
H -1.51 -3.14 -3.27  0.00
H -2.95 -2.39 -3.96  0.00
H -3.65 -0.64 -1.33  0.00
H -3.84 -0.35 -3.06  0.00
H -2.89 0.77 -2.09  0.00
H -0.32 -1.04 -4.07  0.00
H -0.71 0.54 -3.39  0.00
H -1.81 -0.24 -4.52  0.00
H 2.71 -2.88 -2.38  0.00
H 1.51 -4.07 -2.94  0.00
H 3.07 -4.59 -2.32  0.00
H 3.23 -2.60 -0.03  0.00
H 3.70 -4.30 0.04  0.00
H 2.60 -3.61 1.24  0.00
H 0.51 -5.71 -1.26  0.00
H 1.03 -5.71 0.42  0.00
H 2.18 -6.08 -0.84  0.00
H -2.64 -2.52 2.21  0.00
H -1.16 -1.72 2.79  0.00
H -1.76 -3.17 3.58  0.00
H -2.51 -4.59 0.82  0.00
H -1.90 -5.33 2.30  0.00
H -1.04 -5.56 0.78  0.00
H 1.07 -3.09 2.74  0.00
H 1.08 -4.70 2.05  0.00
H 0.13 -4.39 3.48  0.00
O 2.70 -1.37 2.62  0.00
C 2.06 -0.52 2.04  0.01
O 1.28 -0.80 1.01  0.05
C 2.17 0.92 2.41  0.00
C 3.33 1.35 3.06  0.00
C 3.45 2.67 3.42  0.00
C 2.46 3.60 3.16  0.00
C 1.32 3.18 2.52  0.00
C 1.13 1.82 2.15  0.01
O -0.03 1.41 1.66  0.03
N 0.32 4.21 2.20  0.00
O 0.24 5.16 2.94  0.00
O -0.37 4.04 1.21  0.00
N 4.68 3.12 4.10  0.00
O 5.54 2.29 4.28  0.00
O 4.74 4.29 4.41  0.00
H 4.11 0.64 3.28  0.00
H 2.58 4.64 3.45  0.00
N -1.70 2.78 -1.06  0.01
C -2.52 2.26 -0.08  0.01
C -3.60 3.05 0.31  0.00
C -4.49 2.57 1.24  0.02
C -4.29 1.30 1.77  0.00
C -3.19 0.59 1.35  0.01
N -2.30 1.05 0.44  0.00
C -0.44 2.45 -1.51  0.00
C 0.14 3.33 -2.44  0.00
C 1.39 3.06 -2.93  0.00
C 2.07 1.93 -2.48  0.00
C 1.45 1.12 -1.57  0.00
N 0.20 1.36 -1.09  0.00
H -1.99 3.69 -1.36  0.00
H -3.72 4.04 -0.11  0.00
H -5.33 3.17 1.55  0.00
H -4.96 0.87 2.50  0.00
H -2.97 -0.39 1.75  0.00
H -0.41 4.20 -2.76  0.00
H 1.84 3.73 -3.65  0.00
H 3.07 1.69 -2.83  0.00
H 1.93 0.23 -1.17  0.00

Computed properties:
Gap between HOMO and LUMO (alpha / beta)   0.243 / 0.246 Ha
Expectation value of S²   0.774
Multiplicity   2
Total charge   +1


Calculated F_max, 0.62; 1.42; 0.90; 2.34; 0.37 eV Å⁻¹ (same order as the records).
Calculated relative energy (zero: lowest compared OMol25 entry of this formula, charge and spin), 0.000; 0.895; 0.340; 0.306; 0.000 eV (same order as the records).